# 1
C10H14BClN6Ru as an isolated structure at a distorted geometry. Source: the Open Molecules 2025 dataset; level of theory: ωB97M-V with the def2-TZVPD basis set.

Output
Net charge ... +4
Multiplicity ... 5
Energy relative to the best compared isomer or geometry (same formula, charge and spin) ... 17.6 kcal/mol

Last column: Löwdin charge in e.
Cartesian coordinates (Å):
C -1.02 -1.99 2.48  0.0403
N -0.71 -1.30 1.36  -0.0738
N -1.15 -2.04 0.24  0.0780
C -1.76 -3.15 0.72  0.1550
C -1.67 -3.16 2.12  0.2044
B -0.72 -1.49 -1.18  -0.3543
N -1.31 -0.04 -1.26  0.0525
N -0.90 0.94 -0.35  -0.0623
C -1.41 2.14 -0.75  0.0777
C -2.18 1.92 -1.90  0.2054
C -2.11 0.56 -2.16  0.1297
Ru 0.28 0.39 1.19  1.1450
N 0.84 -1.24 -1.15  0.0681
N 1.40 -0.43 -0.14  -0.1146
C 2.74 -0.32 -0.34  0.0108
C 3.05 -1.07 -1.47  0.1788
C 1.86 -1.61 -1.93  0.1334
H 3.34 0.24 0.39  0.1378
H 1.64 -2.22 -2.79  0.1848
H 4.03 -1.18 -1.89  0.1723
H -1.03 -2.20 -2.09  0.1546
H -2.57 -0.08 -2.89  0.1838
H -2.25 -3.82 0.03  0.1913
H -2.73 2.65 -2.46  0.1794
H -2.04 -3.91 2.79  0.1760
H -1.18 3.01 -0.16  0.1553
H -0.69 -1.58 3.43  0.1557
H 1.00 3.17 1.56  -0.0585
C 1.27 4.23 1.50  -0.0168
H 1.23 4.52 0.44  0.0340
H 0.59 4.87 2.09  0.0608
H 2.29 4.34 1.88  0.0532
Cl 1.89 -0.17 2.68  0.3623

---

# 2
C10H14BF2N4OOsS2 as an isolated structure at a distorted geometry. Source: the Open Molecules 2025 dataset; level of theory: ωB97M-V with the def2-TZVPD basis set.

Output
Electronic energy ... -48825.291 eV
Net charge ... +3
Multiplicity ... 5

Last column: Löwdin charge in e.
Cartesian coordinates (Å):
Os 0.35 -0.20 -0.14  1.8285
C 3.09 -2.86 -0.52  -0.0328
C 3.15 -1.36 -0.74  -0.4750
N 2.18 -0.37 -0.66  -0.2041
C 2.84 0.94 -0.68  -0.2686
C 4.18 0.92 -0.88  -0.2230
S 4.71 -0.71 -1.19  1.2574
C 2.03 2.16 -0.29  -0.2740
C 2.29 3.48 -0.17  -0.2160
S 0.90 4.36 0.46  1.2487
C -0.05 2.89 0.43  -0.5191
N 0.66 1.84 -0.04  -0.1372
C -1.46 2.94 0.93  -0.0419
H 2.82 -3.37 -1.47  0.1283
H 2.37 -3.09 0.25  0.0851
H 4.08 -3.26 -0.24  0.1086
H 4.78 1.80 -0.98  0.1122
H 3.14 3.98 -0.61  0.1135
H -2.10 2.17 0.40  0.0908
H -1.83 3.97 0.72  0.1122
H -1.62 2.89 2.03  0.1261
C -4.80 -1.68 -0.76  -0.0132
N -3.72 -0.86 -0.28  0.0811
C -2.43 -1.16 -0.15  -0.5391
N -1.97 -2.45 -0.23  0.2089
O -1.67 -0.18 0.00  -0.1779
H -5.73 -1.44 -0.17  0.1321
H -4.56 -2.80 -0.66  0.1244
H -5.05 -1.58 -1.83  0.1145
H -3.92 0.13 -0.17  0.1753
H -2.74 -3.08 0.02  0.1348
H -1.08 -2.59 0.27  0.1037
F -0.61 -1.01 2.76  0.1848
B 0.32 -0.36 1.97  -0.5661
F 1.45 -0.06 2.60  0.2172

---

# 3
C10H14BF4MnO8 as an isolated structure at a distorted geometry. Source: the Open Molecules 2025 dataset; level of theory: ωB97M-V with the def2-TZVPD basis set.

Output
Electronic energy ... -69850.137 eV
Net charge ... -1
Multiplicity ... 6

Last column: Löwdin charge in e.
Cartesian coordinates (Å):
Mn -0.80 0.69 -0.08  0.9978
C 1.53 -1.78 -2.52  0.0092
C 1.73 -0.83 -1.56  -0.4058
C 2.82 -1.01 -0.58  -0.3886
O 3.10 -0.13 0.37  -0.1419
C 3.75 -2.01 -0.64  -0.0290
C 3.68 -3.00 -1.70  -0.3258
C 2.43 -2.94 -2.71  -0.3369
O 2.26 -3.75 -3.61  0.0234
O 4.47 -3.97 -1.73  -0.0356
O 0.84 0.06 -1.45  -0.1151
H 0.69 -1.65 -3.18  0.1033
H 4.52 -2.07 0.12  0.0998
B -2.26 1.80 -2.12  -1.4718
F -3.56 2.10 -1.67  0.1011
F -1.92 0.53 -1.87  0.1748
F -2.19 1.98 -3.45  0.2005
F -1.40 2.63 -1.48  0.1751
C -0.67 3.28 1.46  -0.1712
C -1.67 2.29 2.16  -0.1684
O -2.49 1.71 1.14  -0.0936
O 0.22 2.58 0.58  -0.0916
H -0.03 3.74 2.22  0.1199
H -1.16 4.08 0.90  0.1260
H -2.40 2.79 2.80  0.1215
H -1.23 1.54 2.81  0.1203
H -3.15 2.37 0.90  0.1112
H 0.82 3.27 0.26  0.1261
C -0.04 -1.43 1.90  -0.1094
C -1.55 -1.78 1.56  -0.1430
O -2.00 -1.07 0.36  -0.0986
O 0.38 -0.12 1.41  -0.1391
H 0.60 -2.06 1.29  0.1292
H 0.17 -1.61 2.96  0.1215
H -2.31 -1.67 2.34  0.1085
H -1.69 -2.85 1.44  0.1177
H -2.80 -1.53 0.10  0.1201
H 1.33 -0.18 1.30  0.0586

---

# 4
A 2-piece molecular cluster, C10H14BIN5O9P overall at a distorted geometry. Source: the Open Molecules 2025 dataset; level of theory: ωB97M-V with the def2-TZVPD basis set.

Output
Electronic energy ... -54538.180 eV

Last column: Löwdin charge in e.
Cartesian coordinates (Å):
C -2.22 2.53 2.47  -0.1242
C -2.90 3.23 1.11  -0.2161
C -3.09 1.99 0.03  -0.2413
N -1.74 1.43 -0.40  0.0322
C -1.98 0.58 -1.66  -0.0417
N -3.31 0.06 -2.22  0.1184
N -2.92 -0.60 -3.38  0.0458
N -1.52 -0.54 -3.57  -0.3551
P -0.82 -1.30 -5.03  0.5860
O 0.74 -0.56 -5.45  -0.4113
I -0.43 -3.73 -4.52  0.4238
N -0.83 0.14 -2.57  -0.0248
C 0.63 0.46 -2.40  -0.1628
C 1.63 -0.84 -2.35  -0.0928
H -2.67 1.43 2.54  0.0870
H -2.58 3.11 3.42  0.0786
H -1.05 2.54 2.39  0.0666
H -3.93 3.70 1.39  0.1117
H -2.18 4.07 0.72  0.1071
H -3.78 1.14 0.49  0.1431
H -3.57 2.47 -0.94  0.1168
H -1.19 2.27 -0.74  0.1349
H 0.48 0.07 -6.21  0.0780
H 0.73 0.99 -1.33  0.1476
H 1.01 1.28 -3.17  0.1462
H 1.39 -1.68 -3.14  0.0065
H 2.74 -0.48 -2.60  0.1177
H 1.65 -1.36 -1.29  0.1067
B 2.44 -1.72 2.95  -0.9314
O 2.50 -0.26 2.88  0.2481
C 1.24 0.18 2.80  -0.3836
O 0.93 1.36 2.73  0.1146
C 0.33 -0.93 2.82  -0.3886
O -0.89 -0.87 2.77  0.1246
O 1.02 -2.08 2.91  0.2464
O 3.17 -2.34 1.84  0.2270
C 4.12 -3.11 2.38  -0.3877
O 4.92 -3.77 1.73  0.1407
C 4.06 -3.03 3.81  -0.3856
O 4.79 -3.62 4.59  0.1475
O 3.07 -2.22 4.18  0.2436

---

# 5
C10H14BN7O3Pt as an isolated structure at a distorted geometry. Source: the Open Molecules 2025 dataset; level of theory: ωB97M-V with the def2-TZVPD basis set.

Output
Net charge ... +2
Multiplicity ... 5
Energy relative to the best compared isomer or geometry (same formula, charge and spin) ... 0.0 kcal/mol

Last column: Löwdin charge in e.
Cartesian coordinates (Å):
H -0.29 2.65 0.97  0.1340
N 0.28 1.51 -0.75  -0.0304
B 0.84 0.78 -3.14  -0.4161
N 0.76 1.83 -2.00  0.0585
C 0.90 3.17 -2.05  0.1018
Pt -0.22 -0.44 -0.25  1.4769
H 1.22 3.65 -2.97  0.1690
C 0.53 3.71 -0.83  0.1444
H 0.50 4.75 -0.57  0.1549
C 0.14 2.64 -0.03  0.0179
H 1.19 1.21 -4.20  0.1389
C -1.53 -2.36 0.77  -0.0312
H -1.86 -2.15 1.79  0.0659
H -0.53 -2.80 0.76  0.0418
H -2.26 -3.03 0.29  0.0713
N -0.61 0.17 -3.17  -0.0032
N 1.73 -0.37 -2.56  -0.0019
N -1.19 -0.31 -2.02  -0.1516
N 1.34 -1.02 -1.42  -0.1455
C -1.49 0.03 -4.18  0.0234
C 2.82 -1.00 -3.05  0.0204
H -1.22 0.36 -5.16  0.1425
H 3.28 -0.67 -3.96  0.1482
C -2.64 -0.56 -3.67  0.0094
C 3.12 -2.07 -2.22  0.0155
C -2.43 -0.77 -2.32  -0.0547
C 2.17 -2.05 -1.20  -0.0492
H -3.53 -0.79 -4.22  0.1227
H 3.91 -2.78 -2.36  0.1274
H -3.05 -1.20 -1.53  0.1319
H 2.00 -2.69 -0.34  0.1322
H -1.63 -1.34 0.20  -0.0663
O 0.34 -0.42 2.63  0.0304
N -0.51 0.49 2.57  -0.4653
O -0.87 1.22 3.49  0.1482
O -1.18 0.67 1.37  -0.2120

---

# 6
C10H14Br24ClN2 as an isolated structure at a distorted geometry. Source: the Open Molecules 2025 dataset; level of theory: ωB97M-V with the def2-TZVPD basis set.

Output
Net charge ... -1
Energy relative to the best compared isomer or geometry (same formula, charge and spin) ... 41.3 kcal/mol

Last column: Löwdin charge in e.
Cartesian coordinates (Å):
N 7.52 -0.68 0.31  -0.0799
C 6.67 0.53 0.03  -0.3223
C 5.18 0.51 0.73  -0.4500
N 4.08 -0.04 -0.15  -0.6535
Cl 4.10 -1.76 -0.24  0.2585
H 7.44 -1.30 -0.53  0.0477
H 7.17 -1.15 1.18  0.0464
H 6.54 0.77 -1.13  0.1109
H 7.26 1.47 0.45  0.0831
H 4.89 1.65 0.94  0.0913
H 5.27 -0.03 1.78  0.0759
C 0.67 -1.56 -2.36  -1.5535
Br -0.58 -0.60 -1.22  0.4775
Br -0.05 -3.27 -2.95  0.5413
Br 1.27 -0.47 -3.86  0.5185
H 1.56 -1.78 -1.75  -0.0688
C -3.72 -2.76 0.64  -1.5849
Br -5.27 -2.43 1.78  0.5346
Br -2.40 -3.89 1.52  0.5319
Br -4.25 -3.48 -1.09  0.5488
H -3.25 -1.80 0.45  -0.0778
C 4.75 -2.42 -5.40  -1.5933
Br 6.36 -1.78 -6.28  0.5266
Br 4.57 -1.71 -3.60  0.5372
Br 3.16 -2.09 -6.47  0.5104
H 4.84 -3.51 -5.31  -0.0255
C -3.67 2.44 -1.94  -1.5720
Br -4.89 3.55 -2.96  0.5888
Br -4.23 0.58 -1.92  0.5447
Br -1.83 2.64 -2.55  0.5521
H -3.71 2.80 -0.90  -0.0409
C -7.75 -1.97 4.83  -1.6147
Br -8.78 -1.39 3.28  0.5381
Br -7.69 -0.60 6.21  0.5517
Br -8.39 -3.67 5.52  0.5506
H -6.72 -2.13 4.49  -0.0612
C -1.46 2.02 2.48  -1.5607
Br -1.78 3.81 1.80  0.5090
Br -2.97 0.84 2.15  0.5491
Br 0.20 1.27 1.81  0.5779
H -1.36 2.10 3.57  -0.0224
C 1.28 -2.40 2.93  -1.5678
Br -0.26 -2.07 4.07  0.5122
Br 2.60 -3.52 3.81  0.5516
Br 0.76 -3.12 1.20  0.4979
H 1.75 -1.43 2.74  -0.0365
C -3.05 6.68 -1.67  -1.5940
Br -3.97 8.37 -1.95  0.5511
Br -1.36 6.61 -2.64  0.5550
Br -2.81 6.29 0.22  0.5142
H -3.69 5.89 -2.08  -0.1049

---

# 7
C10H14Br2NbPt as an isolated structure at a distorted geometry. Source: the Open Molecules 2025 dataset; level of theory: ωB97M-V with the def2-TZVPD basis set.

Output
Electronic energy ... -155457.872 eV
Net charge ... +1

Last column: Löwdin charge in e.
Cartesian coordinates (Å):
C -0.98 1.06 3.36  -0.1862
C -1.20 1.18 1.87  -0.9460
Br -0.81 2.86 1.17  0.8828
C -1.68 0.18 1.01  -0.8763
Br -2.08 -1.51 1.85  0.7679
Nb -2.03 0.23 -1.27  1.2139
C -0.42 -1.27 -1.82  -0.2639
C 0.91 -0.85 -1.36  -0.3375
C 1.47 0.41 -1.55  -0.0790
C 2.74 0.73 -1.10  -0.0674
C 3.51 -0.22 -0.46  -0.0613
C 2.98 -1.49 -0.27  -0.0672
C 1.70 -1.80 -0.69  -0.0453
H -1.82 0.51 3.84  0.0344
H -0.04 0.58 3.60  0.1158
H -0.99 2.06 3.76  0.0702
H -3.30 -1.10 -1.00  -0.0806
H -3.42 1.42 -1.11  -0.0705
H -0.98 1.70 -1.53  -0.1020
H -2.45 0.29 -3.02  -0.1027
H -0.44 -1.52 -2.88  0.0799
H -0.70 -2.17 -1.26  0.0494
H 0.93 1.18 -2.08  0.0663
H 3.13 1.72 -1.25  0.1114
H 4.51 0.03 -0.14  0.1110
H 3.57 -2.23 0.23  0.1110
H 1.34 -2.80 -0.53  0.1136
Pt -3.47 0.79 2.61  0.5583

---

# 8
C10H14Cl2GeIrSSe2Te2 as an isolated structure. Source: the Open Molecules 2025 dataset; level of theory: ωB97M-V with the def2-TZVPD basis set.

Output
Net charge ... -1
Multiplicity ... 5
Energy relative to the best compared isomer or geometry (same formula, charge and spin) ... 0.0 kcal/mol

Last column: Löwdin charge in e.
Cartesian coordinates (Å):
Ir 1.28 0.63 -0.04  0.3041
Cl -1.30 -0.19 1.92  0.6599
C -0.38 -1.54 2.51  -0.6822
C -0.62 -1.93 3.81  -0.1331
C 0.05 -3.02 4.34  -0.1032
C 0.95 -3.71 3.54  -0.1357
C 1.19 -3.29 2.25  -0.6832
Cl 2.34 -4.21 1.32  0.6390
C 0.54 -2.18 1.67  -0.7229
S 0.88 -1.72 0.01  0.4278
H -1.34 -1.38 4.40  0.0954
H -0.13 -3.34 5.36  0.0968
H 1.49 -4.57 3.93  0.0943
Se 3.05 0.70 -1.69  -0.1669
Te 5.27 1.31 -0.71  0.0827
Te 4.83 0.80 1.90  0.0746
Se 2.35 1.19 2.05  -0.1906
C -2.16 3.16 -2.83  -0.2412
Ge -1.13 1.64 -2.12  0.6742
C -2.40 0.24 -1.61  -0.2429
C -0.04 0.95 -3.61  -0.2586
C -0.03 2.19 -0.61  -0.5525
H -2.79 2.85 -3.67  0.0052
H -1.49 3.95 -3.18  0.0074
H -2.81 3.58 -2.05  0.0066
H -3.00 -0.07 -2.46  0.0106
H -3.07 0.60 -0.83  0.0075
H -1.86 -0.62 -1.22  -0.0177
H -0.66 0.82 -4.50  0.0097
H 0.39 -0.01 -3.35  -0.0037
H 0.78 1.64 -3.85  0.0020
H -0.69 2.45 0.22  -0.0356
H 0.54 3.08 -0.88  -0.0276